Run A
Computed, not measured: C6H8N2O2 in the gas phase, with ωB97M-V/def2-TZVPD.

```
! wB97M-V def2-TZVPD RIJCOSX def2/J DEFGRID3
* xyz 0 1
H 0.60562 -1.43255 1.98538
N 0.56019 -0.42372 1.85810
C -0.11687 -0.03139 0.84933
C -0.14801 1.45232 0.54761
C 0.94855 1.66153 -0.49584
O 0.52963 2.52167 -1.49697
C 1.21121 0.17549 -0.99480
N 1.54778 -0.73939 -1.59882
C -1.23943 -0.83679 0.18764
C -0.97302 -2.30702 0.02871
O -2.25835 -0.29467 -0.16046
H -1.09876 1.73593 0.09325
H 0.05374 2.01907 1.45500
H 1.90724 1.93917 -0.03306
H 1.18311 2.56089 -2.20525
H -1.78010 -2.76683 -0.53589
H -0.90481 -2.78070 1.00724
H -0.02772 -2.45304 -0.49118
*
```

LUMO level: -0.13 eV
Structure (SMILES): [H]/N=C(/C[C@H](O)C#N)C(C)=O
Orbital gap: 9.6 eV
Molar mass: 140.14 g/mol

Atomic partial charges in e from the natural (NBO) method, atoms 1 to 8: 0.344, -0.570, 0.193, -0.489, 0.077, -0.675, 0.210, -0.328

---

Run B
Computed, not measured: 2 unconnected molecules or ions with the total composition C6H8N2O2, with ωB97M-V/def2-TZVPD.

```
! wB97M-V def2-TZVPD RIJCOSX def2/J DEFGRID3
* xyz 0 1
H -0.83800 0.01612 2.31891
N 0.04049 -0.15222 1.83369
C 0.05238 0.14952 0.57514
C -1.17558 0.64588 -0.11024
N -2.11826 1.12654 -0.56151
C 1.29515 0.90458 0.06153
C 1.55831 2.20169 0.77412
O 1.95845 0.48792 -0.84239
H 2.42937 2.69334 0.34680
H 1.75639 1.98456 1.82100
H 0.69002 2.86071 0.70807
C 0.09606 -1.89738 -0.43756
C -1.17514 -1.87352 -0.93273
O -1.42749 -1.57850 -2.21813
H 0.90665 -1.77512 -1.14016
H 0.31314 -2.53229 0.40740
H -2.03025 -2.00984 -0.27548
H -2.33169 -1.25202 -2.32847
*
```

LUMO level: -0.28 eV
Structure (SMILES): [H]/N=C(\C#N)C(C)=O.C=CO
Orbital gap: 8.6 eV
Molar mass: 140.14 g/mol

Atomic partial charges in e from the natural (NBO) method, atoms 1 to 8: 0.353, -0.633, 0.112, 0.221, -0.318, 0.569, -0.716, -0.495

---

The calculated energies rank the structures as follows, beginning with the most stable: run A, run B.

---

Run A
Computed, not measured: C5H11PS in the gas phase, with ωB97M-V/def2-TZVPD.

```
! wB97M-V def2-TZVPD RIJCOSX def2/J DEFGRID3
* xyz 0 1
C -0.62405 1.15073 0.80982
C 0.15029 0.19395 -0.14167
C 1.58239 0.71319 -0.23371
C -0.34614 0.17881 -1.60334
C 0.14851 -1.21932 0.43095
P -1.07536 -1.68767 1.59249
S 1.30776 -2.31810 0.07740
H -0.47374 2.14506 0.45814
H -0.47544 0.93975 1.94194
H -1.77844 1.10768 0.74355
H 1.48329 1.78455 -0.44104
H 2.14835 0.10451 -1.01428
H 2.15667 0.73583 0.68700
H -0.37549 1.20506 -1.63712
H 0.44667 -0.14100 -2.27588
H -1.31453 -0.25938 -1.77895
H -0.78833 -3.01109 1.65747
H -2.17240 -1.62257 0.72722
*
```

LUMO level: -0.24 eV
Structure (SMILES): CC(C)(C)C(P)=S
Orbital gap: 8.0 eV
Molar mass: 134.18 g/mol

Atomic partial charges in e from the natural (NBO) method, atoms 1 to 8: -0.640, -0.160, -0.608, -0.588, -0.364, 0.361, 0.025, 0.218

---

Run B
Computed, not measured: a molecular structure, C5H11PS, with ωB97M-V/def2-TZVPD.

```
! wB97M-V def2-TZVPD RIJCOSX def2/J DEFGRID3
* xyz 0 1
C 0.39729 -1.25089 0.49926
C 0.14061 0.19044 0.15133
C -1.85598 0.32665 -1.24665
C 2.28306 1.46920 1.91964
C -0.35743 0.51882 -1.24276
P 1.93051 1.58374 0.35327
S -1.29584 -2.81516 0.53879
H 1.19355 -1.63499 -0.28410
H 0.84932 -1.35312 1.39102
H -0.44108 0.76817 0.93566
H -2.13227 0.47165 -2.34216
H -2.23724 1.12431 -0.59337
H -1.95314 -0.66815 -0.80153
H 3.03128 2.24990 2.34418
H -1.41742 -3.07044 -0.79582
H 1.94869 0.74430 2.68008
H -0.16285 1.54287 -1.50316
H 0.07893 -0.19731 -2.00367
*
```

LUMO level: -0.28 eV
Orbital gap: 8.4 eV
Molar mass: 134.18 g/mol

Atomic partial charges in e from the natural (NBO) method, atoms 1 to 8: -0.329, -0.396, -0.613, -0.920, -0.430, 0.682, -0.240, 0.210

---

The calculated energies rank the structures as follows, beginning with the most stable: run A, run B.

---

Run A
Computed, not measured: 2 unconnected molecules or ions with the total composition C5H15N3O, with ωB97M-V/def2-TZVPD.

```
! wB97M-V def2-TZVPD RIJCOSX def2/J DEFGRID3
* xyz 0 1
C -1.92648 -1.04137 0.75361
C -1.32956 -0.37356 -0.46041
N -1.88001 0.88449 -0.82633
C -0.69707 -1.10580 -1.42436
O -0.46619 -2.46376 -1.22544
H -1.87699 -0.36338 1.60459
H -2.97223 -1.30069 0.58517
H -1.38038 -1.95057 0.98545
H -2.18397 0.93851 -1.78939
H -2.61467 1.21835 -0.21628
H -0.63932 -0.74778 -2.44642
H 0.25285 -2.73887 -1.79954
C 2.02426 0.08712 -0.39394
C 1.17478 0.78135 0.63163
N 1.44054 0.49488 2.02274
N 1.17418 2.21311 0.45702
H 2.90841 0.66869 -0.66698
H 2.34513 -0.90271 -0.06915
H 1.33523 -0.14027 -1.27668
H 0.07011 0.31892 0.39878
H 1.52768 -0.50387 2.16927
H 2.31832 0.92626 2.29925
H 0.57052 2.64216 1.14973
H 0.82488 2.45878 -0.46233
*
```

LUMO level: 0.74 eV
Structure (SMILES): C/C(N)=C\O.CC(N)N
Orbital gap: 8.1 eV
Molar mass: 133.19 g/mol

Atomic partial charges in e from the natural (NBO) method, atoms 1 to 8: -0.651, 0.088, -0.838, 0.019, -0.703, 0.216, 0.220, 0.240

---

Run B
Computed, not measured: a molecular structure, C5H15N3O, with ωB97M-V/def2-TZVPD.

```
! wB97M-V def2-TZVPD RIJCOSX def2/J DEFGRID3
* xyz 0 1
C -0.40496 1.96097 1.00749
C 1.10294 -0.24020 -1.35505
C -0.19612 3.27300 0.25302
N 1.29704 -0.88837 -0.09173
N 2.03679 -2.02713 -0.23878
H 1.66120 -2.72005 -0.89046
H 2.26990 -2.44036 0.65649
H 0.55468 1.48446 1.21226
H -0.95174 2.12288 1.94217
H 0.96311 -0.93503 -2.19414
H 0.19392 0.38398 -1.26384
H 1.94316 0.42754 -1.55343
H 0.41304 3.95127 0.85209
H -1.15500 3.74988 0.03976
H 0.32708 3.08968 -0.68604
C -0.34989 -1.33570 0.70897
C -1.20360 -2.16650 -0.21493
N -1.14761 1.02826 0.13555
O -2.36492 1.06842 0.24455
H -0.93012 -0.68339 1.35385
H 0.19772 -1.92570 1.44082
H -0.58817 -2.81383 -0.84448
H -1.86251 -2.82785 0.35193
H -1.80597 -1.53625 -0.86610
*
```

LUMO level: -0.07 eV
Orbital gap: 7.8 eV
Molar mass: 133.19 g/mol

Atomic partial charges in e from the natural (NBO) method, atoms 1 to 8: -0.326, -0.458, -0.609, -0.249, -0.646, 0.319, 0.358, 0.229

---

The calculated energies rank the structures as follows, beginning with the most stable: run A, run B.

---

Run A
Computed, not measured: 4 unconnected molecules or ions with the total composition C3H15NO3, with ωB97M-V/def2-TZVPD.

```
! wB97M-V def2-TZVPD RIJCOSX def2/J DEFGRID3
* xyz 0 1
C -1.32960 -0.11524 1.73294
C -1.73377 0.54984 0.38346
C -0.57173 0.74289 -0.54786
N -1.07734 1.00782 -1.89426
H -1.92831 0.23153 2.57448
H -0.28294 0.09145 1.93549
H -1.55188 -1.17235 1.62602
H -2.58957 0.00311 -0.00839
H -2.21571 1.49219 0.67966
H 0.06771 -0.14893 -0.47917
H 0.17961 1.50770 -0.29416
H -0.38749 1.42881 -2.49252
H -1.97756 1.45397 -1.87612
O 0.42603 -1.56896 -2.65686
H 1.22852 -1.35865 -3.13740
H -0.36487 -1.31631 -3.13726
O 2.89052 -1.67582 1.83119
H 2.15909 -2.19070 2.20431
H 2.44518 -1.43732 1.00970
O 2.55406 0.73091 0.97898
H 1.73778 0.75589 1.48677
H 2.32228 0.98816 0.08101
*
```

LUMO level: 0.60 eV
Structure (SMILES): CCCN.O.O.O
Orbital gap: 9.8 eV
Molar mass: 113.16 g/mol

Atomic partial charges in e from the natural (NBO) method, atoms 1 to 8: -0.596, -0.417, -0.219, -0.859, 0.212, 0.185, 0.210, 0.210

---

Run B
Computed, not measured: 4 unconnected molecules or ions with the total composition C3H15NO3, with ωB97M-V/def2-TZVPD.

```
! wB97M-V def2-TZVPD RIJCOSX def2/J DEFGRID3
* xyz 0 1
C 2.16475 -0.69857 -0.03880
N 0.77552 -0.48157 -0.16846
C 0.41779 0.90514 0.35415
C 0.11039 -1.00580 -1.43584
H 2.75074 -1.21015 -0.83636
H 2.37447 -1.47245 0.79521
H 2.78138 0.24668 0.03535
H 0.64719 1.65066 -0.45191
H -0.59369 1.04752 0.51362
H 1.13308 0.97460 1.15294
H -0.70668 -0.48767 -1.46675
H -0.22394 -2.03486 -1.39469
H 0.90221 -0.98339 -2.19217
O -2.84419 -1.07614 -0.05036
H -2.25788 -1.50005 0.58943
H -2.92517 -0.16568 -0.14313
O -0.72329 -0.78414 2.52992
H 0.05997 -1.08364 2.85545
H -0.54254 -0.41207 1.64076
O -1.30555 2.49058 -0.74231
H -1.07033 3.09190 -1.46730
H -0.92423 2.98910 -0.07878
*
```

LUMO level: 0.43 eV
Structure (SMILES): CN(C)C.O.O.O
Orbital gap: 8.6 eV
Molar mass: 113.16 g/mol

Atomic partial charges in e from the natural (NBO) method, atoms 1 to 8: -0.436, -0.480, -0.435, -0.388, 0.201, 0.185, 0.186, 0.180

---

The calculated energies rank the structures as follows, beginning with the most stable: run A, run B.